[1]
A structure of composition C60H42BrCdIN2O3S2, computed with ωB97M-V/def2-TZVPD.

Cartesian coordinates (Å):
Cd1 0.461 0.324 1.104
Br1 -4.340 -4.715 4.529
C1 -3.322 -3.251 3.877
C2 -3.605 -1.954 4.337
C3 -2.909 -0.890 3.846
C4 -1.890 -1.032 2.851
O1 -1.340 0.019 2.391
C5 -1.579 -2.367 2.440
C6 -0.567 -2.733 1.492
N1 0.266 -1.989 0.846
C7 1.070 -2.601 -0.135
C8 0.743 -3.756 -0.799
C9 1.603 -4.313 -1.768
C10 2.777 -3.707 -2.100
C11 3.121 -2.479 -1.489
C12 4.283 -1.752 -1.827
C13 4.527 -0.545 -1.238
C14 3.588 -0.047 -0.316
N2 2.508 -0.701 0.025
C15 2.263 -1.916 -0.523
C16 -2.324 -3.448 2.968
H1 -4.385 -1.807 5.074
H2 -3.123 0.118 4.178
H3 -0.512 -3.813 1.327
H4 -0.203 -4.243 -0.610
H5 1.308 -5.231 -2.260
H6 3.436 -4.134 -2.845
H7 4.966 -2.163 -2.562
H8 5.408 0.035 -1.476
H9 3.729 0.921 0.157
H10 -2.096 -4.452 2.630
I1 -0.796 3.308 2.025
C17 1.203 3.817 2.347
C18 1.493 5.147 2.463
C19 2.788 5.562 2.839
C20 3.725 4.626 3.159
C21 3.433 3.242 3.070
C22 4.386 2.289 3.507
C23 4.097 0.960 3.449
C24 2.889 0.532 2.853
C25 1.930 1.399 2.382
C26 2.174 2.793 2.577
H11 0.720 5.884 2.297
H12 3.010 6.618 2.916
H13 4.706 4.925 3.510
H14 5.330 2.643 3.907
H15 4.806 0.227 3.817
H16 2.756 -0.538 2.725
C27 -7.243 -1.632 2.967
C28 -6.138 -1.045 2.134
C29 -5.273 -1.862 1.416
C30 -4.226 -1.322 0.683
C31 -4.055 0.051 0.663
C32 -4.899 0.890 1.374
C33 -5.940 0.337 2.099
S1 -2.650 0.721 -0.199
O2 -1.746 -0.440 -0.497
C34 -3.439 1.182 -1.760
C35 -4.662 0.615 -2.188
C36 -5.181 0.949 -3.402
C37 -4.514 1.868 -4.249
C38 -5.043 2.229 -5.513
C39 -4.384 3.115 -6.316
C40 -3.161 3.680 -5.895
C41 -2.624 3.345 -4.686
C42 -3.288 2.432 -3.829
C43 -2.745 2.058 -2.563
C44 -1.417 2.597 -2.149
C45 -1.311 3.942 -1.688
C46 -2.444 4.785 -1.585
C47 -2.313 6.076 -1.160
C48 -1.045 6.590 -0.814
C49 0.061 5.795 -0.890
C50 -0.044 4.452 -1.323
C51 1.087 3.600 -1.365
C52 0.975 2.319 -1.818
C53 -0.281 1.834 -2.247
S2 -0.294 0.161 -2.944
O3 0.999 -0.427 -2.499
C54 -0.047 0.658 -4.651
C55 -1.100 0.518 -5.536
C56 -0.926 0.877 -6.868
C57 0.293 1.361 -7.321
C58 0.487 1.755 -8.760
C59 1.350 1.470 -6.413
C60 1.189 1.119 -5.087
H17 -7.296 -2.713 2.845
H18 -8.211 -1.208 2.695
H19 -7.081 -1.423 4.026
H20 -5.400 -2.937 1.453
H21 -3.523 -1.949 0.150
H22 -4.737 1.962 1.372
H23 -6.600 0.984 2.665
H24 -5.179 -0.084 -1.545
H25 -6.115 0.514 -3.736
H26 -5.982 1.791 -5.828
H27 -4.797 3.386 -7.278
H28 -2.641 4.376 -6.541
H29 -1.676 3.767 -4.377
H30 -3.419 4.396 -1.852
H31 -3.186 6.710 -1.086
H32 -0.957 7.616 -0.478
H33 1.036 6.172 -0.607
H34 2.044 3.986 -1.030
H35 1.824 1.648 -1.862
H36 -2.051 0.130 -5.192
H37 -1.753 0.773 -7.560
H38 -0.414 1.576 -9.344
H39 1.303 1.191 -9.213
H40 0.739 2.814 -8.843
H41 2.312 1.830 -6.760
H42 2.014 1.178 -4.388

Force components x, y, z for each atom (eV/Å):
0.2 -0.2 0.6
0.0 0.0 0.0
0.0 0.0 0.0
0.0 0.0 0.0
0.0 0.0 0.0
0.0 0.0 0.0
0.0 0.0 0.0
0.0 0.0 0.0
0.1 0.0 0.0
-0.2 -0.1 0.0
0.1 0.1 -0.1
0.0 0.0 0.0
0.0 0.0 0.0
0.0 0.0 0.0
0.0 0.0 0.1
0.0 0.0 0.0
0.0 0.0 0.0
-0.1 0.0 0.0
0.0 -0.1 -0.1
0.1 0.1 0.0
0.0 0.0 0.0
0.0 0.0 0.0
0.0 0.0 0.0
0.0 0.0 0.0
0.0 0.0 0.0
0.0 0.0 0.0
0.0 0.0 0.0
0.0 0.0 0.0
0.0 0.0 0.0
0.0 0.0 0.0
0.0 0.0 0.0
-0.1 0.0 -0.2
0.1 0.0 0.0
0.0 0.0 0.0
0.0 0.0 0.0
0.0 0.0 0.0
0.0 0.0 0.0
0.0 0.0 0.0
0.0 0.0 0.0
0.0 0.0 0.0
0.0 0.0 -0.3
-0.1 0.0 0.1
0.0 0.0 0.0
0.0 0.0 0.0
0.0 0.0 0.0
0.0 0.0 0.0
0.0 0.0 0.0
0.0 0.0 0.0
0.0 0.0 0.0
0.0 0.0 0.0
0.0 0.0 0.0
0.0 0.0 0.0
0.0 -0.1 0.0
0.0 0.0 0.0
0.0 0.0 0.0
-0.2 0.3 0.1
0.2 0.2 -0.1
0.0 -0.2 -0.1
0.0 0.0 0.0
0.0 0.0 0.0
0.0 0.0 0.0
0.0 0.0 0.0
0.0 0.0 0.0
0.0 0.0 0.0
0.0 0.0 0.0
0.0 0.0 0.0
0.0 -0.1 0.0
0.1 -0.1 0.0
0.0 0.0 0.0
0.0 0.0 0.0
0.0 0.0 0.0
0.0 0.0 0.0
0.0 0.0 0.0
0.0 0.0 0.0
0.0 0.0 0.0
0.0 0.0 0.0
0.0 0.1 0.0
-0.1 0.0 -0.1
0.0 0.0 0.0
0.0 0.0 0.0
0.0 0.0 0.0
0.0 0.0 0.0
0.0 0.0 0.0
0.0 0.0 0.0
0.0 0.0 0.0
0.0 0.0 0.0
0.0 0.0 0.0
0.0 0.0 0.0
0.0 0.0 0.0
0.0 0.0 0.0
0.0 0.0 0.0
0.0 0.0 0.0
0.0 0.0 0.0
0.0 0.0 0.0
0.0 0.0 0.0
0.0 0.0 0.0
0.0 0.0 0.0
0.0 0.0 0.0
0.0 0.0 0.0
0.0 0.0 0.0
0.0 0.0 0.0
0.0 0.0 0.0
0.0 0.0 0.0
0.0 0.0 0.0
0.0 0.0 0.0
0.0 0.0 0.0
0.0 0.0 0.0
0.0 0.0 0.0
0.0 0.0 0.0
0.0 0.0 0.0
0.0 0.0 0.0
0.0 0.0 0.0

Values from the calculation:
F_max (eV/A): 0.65


[2]
A structure of composition C60H45Co2N3O6P, computed with ωB97M-V/def2-TZVPD.

Cartesian coordinates (Å):
C1 -2.505 -0.843 2.935
O1 -1.767 -0.523 1.719
C2 -0.499 -0.019 1.795
C3 0.568 -0.714 2.520
C4 1.787 -0.894 1.855
C5 2.839 -1.578 2.466
C6 2.725 -1.978 3.799
C7 1.552 -1.702 4.504
C8 0.458 -1.123 3.865
C9 -0.395 1.330 1.481
N1 0.743 2.089 1.532
C10 1.778 2.123 2.490
C11 3.030 2.563 2.055
C12 4.085 2.640 2.964
C13 3.863 2.361 4.318
C14 2.573 2.059 4.766
C15 1.519 1.967 3.857
N2 0.555 3.285 0.862
C16 -0.732 3.372 0.636
C17 -1.345 4.634 0.236
C18 -2.560 5.140 0.754
C19 -2.990 6.415 0.389
C20 -2.205 7.210 -0.457
C21 -0.971 6.733 -0.927
C22 -0.540 5.458 -0.576
N3 -1.379 2.173 0.958
C23 -2.792 2.067 1.098
C24 -3.385 2.108 2.353
C25 -4.785 2.140 2.440
C26 -5.563 2.152 1.282
C27 -4.954 2.111 0.023
C28 -3.557 2.082 -0.062
H1 -2.499 0.032 3.607
H2 -3.530 -1.085 2.611
H3 -2.052 -1.718 3.422
H4 1.847 -0.550 0.822
H5 3.749 -1.807 1.907
H6 3.549 -2.498 4.293
H7 1.476 -1.934 5.570
H8 -0.465 -0.901 4.403
H9 3.154 2.824 1.003
H10 5.080 2.911 2.611
H11 4.695 2.383 5.026
H12 2.385 1.891 5.828
H13 0.494 1.789 4.182
H14 -3.143 4.540 1.454
H15 -3.940 6.791 0.777
H16 -2.553 8.204 -0.745
H17 -0.340 7.354 -1.561
H18 0.425 5.068 -0.896
H19 -2.765 2.179 3.249
H20 -5.265 2.148 3.421
H21 -6.656 2.172 1.355
H22 -5.556 2.091 -0.888
H23 -3.047 2.089 -1.027
O2 4.741 -2.442 -3.452
C29 4.008 -3.327 -3.594
Co1 2.822 -4.623 -3.792
C30 3.016 -5.335 -5.402
O3 3.127 -5.829 -6.443
C31 3.734 -6.014 -3.232
O4 4.338 -6.939 -2.888
C32 1.627 -4.570 -2.155
C33 1.255 -3.493 -1.364
C34 1.178 -2.916 -0.128
C35 0.098 -3.327 0.753
C36 0.272 -4.075 1.943
C37 -0.809 -4.437 2.735
C38 -2.100 -4.070 2.344
C39 -2.298 -3.381 1.142
C40 -1.214 -2.977 0.380
Co2 0.780 -3.246 -3.086
C41 0.530 -1.564 -2.785
O5 0.334 -0.475 -2.422
C42 1.452 -3.140 -4.773
O6 1.506 -2.664 -5.847
P1 -1.088 -4.039 -3.924
C43 -2.257 -2.655 -3.616
C44 -3.234 -2.713 -2.612
C45 -3.945 -1.554 -2.287
C46 -3.706 -0.365 -2.980
C47 -2.759 -0.320 -4.008
C48 -2.034 -1.466 -4.330
C49 -1.362 -4.345 -5.712
C50 -2.518 -3.913 -6.388
C51 -2.725 -4.268 -7.725
C52 -1.776 -5.040 -8.401
C53 -0.616 -5.455 -7.741
C54 -0.423 -5.133 -6.396
C55 -1.849 -5.517 -3.156
C56 -2.512 -6.507 -3.903
C57 -3.123 -7.583 -3.255
C58 -3.073 -7.690 -1.861
C59 -2.391 -6.726 -1.110
C60 -1.761 -5.664 -1.761
H24 1.428 -5.604 -1.829
H25 2.065 -2.409 0.248
H26 1.295 -4.333 2.224
H27 -0.663 -4.975 3.675
H28 -2.957 -4.266 2.983
H29 -3.296 -3.108 0.800
H30 -1.336 -2.360 -0.521
H31 -3.430 -3.652 -2.091
H32 -4.684 -1.587 -1.484
H33 -4.257 0.537 -2.715
H34 -2.568 0.605 -4.551
H35 -1.290 -1.440 -5.133
H36 -3.258 -3.297 -5.877
H37 -3.632 -3.934 -8.232
H38 -1.944 -5.318 -9.443
H39 0.143 -6.032 -8.270
H40 0.455 -5.509 -5.869
H41 -2.546 -6.434 -4.990
H42 -3.640 -8.341 -3.847
H43 -3.562 -8.528 -1.360
H44 -2.346 -6.792 -0.020
H45 -1.194 -4.934 -1.175

Force components x, y, z for each atom (eV/Å):
0.6 0.3 -0.7
-1.5 -0.9 0.4
-0.3 2.2 0.6
0.5 -0.1 0.0
0.0 -0.3 0.5
0.0 0.2 0.1
0.0 0.0 0.0
-0.2 -0.1 0.1
0.3 0.3 -0.4
-0.1 -1.6 0.9
0.1 0.1 -0.8
0.4 0.8 0.5
0.2 -0.4 0.2
-0.3 0.0 0.1
-0.1 -0.1 -0.1
0.1 0.0 -0.2
0.2 -0.2 -0.3
-1.5 0.9 0.1
1.3 -0.8 0.5
-0.1 1.1 -0.3
0.5 -0.4 -0.3
0.3 0.0 -0.2
0.1 -0.3 0.0
-0.3 0.0 0.2
-0.5 -0.1 0.1
0.4 0.5 0.1
-0.2 0.1 -0.2
-0.6 0.2 0.0
0.4 -0.1 0.0
-0.1 -0.2 -0.1
0.4 0.0 0.2
-0.4 -0.1 0.0
-0.1 -0.4 -0.1
0.4 0.2 0.2
-0.3 0.3 -0.1
0.1 0.1 0.3
-0.2 0.2 0.2
-0.2 0.2 -0.2
0.1 -0.1 -0.4
0.5 -0.1 0.0
0.1 -0.2 0.3
-0.3 0.0 0.1
-0.3 0.1 -0.2
0.1 0.1 -0.3
0.3 -0.1 0.0
0.1 0.3 -0.3
0.3 -0.1 -0.1
0.1 -0.3 0.1
-0.2 -0.1 0.1
-0.3 0.2 0.0
-0.2 -0.1 -0.3
0.1 0.1 -0.3
0.5 0.0 0.0
0.2 0.1 0.3
-0.2 0.0 0.3
-1.5 -2.1 -0.4
2.3 3.4 0.9
-0.8 0.1 -0.3
-0.5 -1.3 -3.0
0.0 1.2 2.3
1.0 -2.6 1.4
-1.2 2.2 -0.8
0.0 -1.7 0.3
0.5 0.0 0.9
1.0 -2.3 -0.6
-1.7 0.3 0.6
0.9 0.5 -0.3
-0.1 0.2 -0.1
-0.1 0.2 -0.6
0.1 0.0 0.2
0.4 -0.2 -0.5
0.4 -0.6 -1.4
-2.1 5.0 0.9
0.9 -3.1 -1.1
1.5 0.8 -2.4
-0.4 -1.0 2.5
-1.6 0.3 -0.4
-0.1 -0.1 0.2
0.2 0.3 -0.2
0.0 0.0 -0.1
0.1 -0.1 0.1
0.0 -0.3 0.0
-0.2 0.0 0.2
0.3 -0.2 -0.3
0.2 -0.1 0.0
0.2 -0.1 0.2
0.0 0.1 0.2
-0.1 0.0 0.1
-0.2 0.1 -0.1
0.3 -0.4 0.4
0.0 0.2 0.1
0.1 0.1 0.2
0.0 0.2 -0.1
0.0 0.0 -0.2
0.0 0.0 -0.1
0.2 0.6 0.5
-0.2 -0.1 0.0
-0.3 0.0 0.1
0.1 0.2 -0.4
0.2 -0.2 -0.1
0.2 0.0 0.2
-0.2 -0.3 0.4
0.1 0.3 -0.1
0.2 0.1 -0.3
0.1 -0.2 -0.1
-0.1 -0.2 0.1
-0.2 0.0 0.3
0.2 -0.2 -0.1
0.3 -0.1 0.1
0.1 0.1 0.3
-0.2 0.1 0.2
-0.2 0.1 -0.2
-0.1 0.0 0.3
0.2 0.2 0.2
0.2 0.3 -0.2
0.0 0.0 -0.4
-0.3 -0.3 -0.2

Values from the calculation:
Total charge: +1
F_max (eV/A): 5.51


Relative energy (zero: lowest compared OMol25 entry of this formula, charge and spin) across the listed records, respectively: 0.5400, 0.7383 eV.
HOMO energy across the listed records, respectively: -7.11, -8.64 eV.